This record from the Open Molecules 2025 dataset describes a structure of composition C27H71B2CrF14N6O12S2 at a distorted geometry. The level of theory is wB97M-V/def2-TZVPD.

Its HOMO energy (alpha / beta) is -8.662 / -8.662 eV. The calculation puts the gap between HOMO and LUMO (alpha / beta) at 6.534 / 7.571 eV. As for the spin multiplicity: 4.

Geometry (Å):
Cr: -2.595 0.506 0.116
B: -2.113 2.843 -1.131
F: -3.068 3.756 -0.614
F: -1.173 3.582 -1.809
F: -1.480 2.260 0.007
F: -2.733 1.804 -1.799
B: -4.254 -1.990 1.700
F: -3.586 -3.127 2.057
F: -5.052 -1.521 2.738
F: -3.261 -0.965 1.381
F: -5.069 -2.215 0.564
C: 1.283 1.906 0.648
F: 0.712 2.438 1.714
F: 0.929 2.681 -0.367
F: 2.579 1.885 0.727
S: 0.658 0.118 0.231
O: 0.322 0.176 -1.152
O: 1.715 -0.723 0.710
N: -0.924 -0.020 1.002
S: -0.503 -0.379 2.535
O: 0.747 0.154 2.999
O: -1.666 -0.146 3.368
C: -0.358 -2.276 2.531
F: -0.987 -2.843 3.548
F: -0.913 -2.739 1.424
F: 0.913 -2.634 2.599
C: 0.398 0.168 -4.712
C: -0.877 0.909 -4.371
O: -1.964 0.023 -4.152
H: 0.273 -0.702 -5.359
H: 0.903 -0.226 -3.822
H: 1.151 0.834 -5.135
H: -1.072 1.583 -5.211
H: -0.682 1.522 -3.484
H: -2.758 0.427 -4.511
C: -0.325 5.733 0.210
C: 0.486 6.872 0.737
O: 1.348 7.306 -0.353
H: -0.887 5.983 -0.690
H: -1.062 5.268 0.867
H: 0.362 4.921 -0.035
H: 1.188 6.547 1.509
H: -0.071 7.746 1.080
H: 1.602 8.222 -0.217
C: 1.704 -5.320 1.422
C: 1.432 -6.814 1.202
C: 0.296 -7.440 1.994
O: 0.751 -7.893 3.262
C: 0.722 -7.041 4.368
N: 1.219 -7.023 -0.262
H: 1.489 -5.052 2.456
H: 1.071 -4.715 0.771
H: 2.745 -5.031 1.273
H: 2.310 -7.452 1.339
H: 0.137 -8.433 1.563
H: -0.612 -6.836 2.088
H: 1.310 -6.124 4.261
H: 0.953 -7.538 5.307
H: -0.308 -6.684 4.540
H: 1.494 -7.974 -0.466
H: 1.722 -6.402 -0.875
C: 3.376 3.799 -2.640
C: 3.136 5.272 -2.984
C: 1.643 5.524 -3.229
O: 1.265 4.818 -4.415
C: -0.112 4.476 -4.384
N: 3.589 6.050 -1.822
H: 2.717 3.421 -1.853
H: 4.408 3.544 -2.421
H: 3.024 3.267 -3.531
H: 3.683 5.506 -3.899
H: 1.440 6.591 -3.367
H: 1.067 5.132 -2.387
H: -0.369 4.158 -5.396
H: -0.777 5.279 -4.065
H: -0.255 3.600 -3.743
H: 3.208 5.694 -0.954
H: 3.128 6.955 -1.879
C: -6.888 0.900 0.580
C: -5.420 1.292 0.468
C: -4.763 1.665 1.825
O: -3.341 1.694 1.688
C: -2.779 2.734 2.528
N: -4.615 0.325 -0.307
H: -7.017 -0.038 1.129
H: -7.342 0.595 -0.372
H: -7.521 1.728 0.892
H: -5.438 2.298 0.033
H: -5.047 0.845 2.499
H: -5.144 2.566 2.300
H: -1.699 2.622 2.557
H: -3.037 2.686 3.589
H: -3.193 3.642 2.095
H: -4.951 0.428 -1.263
H: -5.009 -0.564 0.016
C: -3.953 -2.601 -2.230
C: -2.631 -2.343 -1.465
C: -1.484 -3.166 -2.051
O: -0.285 -2.793 -1.388
C: 0.833 -3.550 -1.842
N: -2.253 -0.883 -1.416
H: -4.247 -1.639 -2.663
H: -4.741 -2.835 -1.520
H: -3.872 -3.346 -3.017
H: -2.853 -2.651 -0.442
H: -1.359 -2.884 -3.106
H: -1.637 -4.241 -1.949
H: 1.594 -3.415 -1.069
H: 1.260 -3.148 -2.761
H: 0.591 -4.614 -1.837
H: -1.229 -0.991 -1.316
H: -2.187 -0.684 -2.434
C: 5.271 1.330 -0.655
C: 6.095 0.188 -0.099
C: 5.177 -0.693 0.745
O: 5.818 -1.798 1.310
C: 4.965 -2.828 1.772
N: 6.609 -0.626 -1.270
H: 5.817 2.125 -1.164
H: 4.749 1.781 0.192
H: 4.624 0.902 -1.423
H: 6.944 0.576 0.473
H: 4.362 -1.059 0.107
H: 4.723 -0.054 1.517
H: 4.711 -2.559 2.809
H: 5.573 -3.728 1.826
H: 4.017 -2.885 1.233
H: 7.362 -0.022 -1.616
H: 7.221 -1.269 -0.748
C: -0.571 -0.973 6.201
O: -0.257 0.387 6.013
H: -0.381 -1.290 7.232
H: -1.600 -1.238 5.943
H: 0.029 -1.677 5.618
H: -0.347 0.793 6.877


This record from the Open Molecules 2025 dataset describes a cluster of 11 separate species, C27H71N4O13 in total at a distorted geometry. The level of theory is wB97M-V/def2-TZVPD.

Its HOMO energy (alpha / beta) is -7.573 / -7.573 eV. The calculation puts the gap between HOMO and LUMO (alpha / beta) at 6.735 / 3.042 eV. As for the spin multiplicity: 2.

Geometry (Å):
N: 12.288 -14.418 -1.613
O: 13.085 -13.875 -0.825
O: 12.631 -14.805 -2.677
O: 11.140 -14.320 -1.303
C: 12.165 -16.647 -5.922
C: 13.478 -17.504 -5.679
C: 13.131 -18.553 -4.626
C: 12.335 -19.795 -5.032
C: 12.947 -20.502 -6.290
C: 13.193 -19.465 -7.457
N: 13.924 -18.274 -6.911
O: 14.454 -17.478 -7.900
C: 14.012 -20.233 -8.569
C: 11.895 -19.133 -8.163
C: 14.656 -16.619 -5.228
H: 12.037 -15.801 -5.246
H: 11.251 -17.239 -5.958
H: 12.237 -16.140 -6.885
H: 14.027 -18.926 -4.130
H: 12.586 -17.990 -3.868
H: 11.269 -19.656 -5.210
H: 12.480 -20.556 -4.266
H: 12.457 -21.451 -6.510
H: 13.946 -20.809 -5.983
H: 13.504 -21.189 -8.698
H: 14.091 -19.770 -9.552
H: 15.063 -20.335 -8.298
H: 12.110 -18.280 -8.806
H: 11.578 -19.866 -8.905
H: 11.102 -19.005 -7.426
H: 14.779 -15.765 -5.893
H: 15.620 -17.096 -5.049
H: 14.298 -16.088 -4.346
H: 15.325 -17.522 -7.499
C: 14.838 -19.859 1.061
C: 15.013 -18.327 1.199
C: 14.704 -17.728 -0.177
C: 13.198 -17.811 -0.628
C: 12.332 -17.052 0.433
C: 12.617 -17.624 1.922
N: 14.103 -17.766 2.155
O: 14.391 -18.145 3.461
C: 12.146 -16.510 2.881
C: 11.771 -18.886 2.285
C: 16.488 -18.176 1.522
H: 13.796 -20.130 0.890
H: 15.134 -20.277 2.024
H: 15.417 -20.362 0.288
H: 14.951 -16.668 -0.139
H: 15.339 -18.125 -0.969
H: 12.782 -18.808 -0.770
H: 13.104 -17.350 -1.611
H: 11.301 -17.264 0.150
H: 12.487 -15.983 0.287
H: 12.086 -16.824 3.923
H: 12.834 -15.665 2.917
H: 11.213 -16.074 2.525
H: 12.449 -19.674 2.614
H: 10.900 -18.656 2.899
H: 11.315 -19.328 1.399
H: 17.101 -18.680 0.776
H: 16.729 -18.575 2.507
H: 16.785 -17.128 1.476
H: 14.146 -19.074 3.461
C: 11.735 -8.298 -4.243
C: 12.140 -9.760 -4.435
C: 10.857 -10.536 -4.186
C: 10.931 -11.981 -4.674
C: 11.389 -11.985 -6.152
C: 12.692 -11.239 -6.541
N: 12.701 -9.947 -5.766
O: 13.821 -9.218 -6.070
C: 13.991 -12.120 -6.087
C: 12.760 -11.084 -8.010
C: 13.201 -10.065 -3.312
H: 12.520 -7.668 -3.824
H: 10.882 -8.349 -3.565
H: 11.304 -7.789 -5.105
H: 10.549 -10.452 -3.144
H: 9.985 -10.174 -4.729
H: 9.881 -12.261 -4.593
H: 11.579 -12.607 -4.061
H: 10.585 -11.602 -6.780
H: 11.657 -13.002 -6.440
H: 14.077 -13.060 -6.631
H: 14.935 -11.612 -6.286
H: 13.881 -12.397 -5.039
H: 13.098 -12.042 -8.403
H: 11.863 -10.728 -8.516
H: 13.543 -10.399 -8.337
H: 12.689 -9.965 -2.355
H: 14.108 -9.461 -3.309
H: 13.493 -11.111 -3.218
H: 13.394 -8.394 -6.315
O: 14.397 -10.969 0.325
H: 13.533 -11.196 -0.017
H: 15.011 -11.411 -0.261
O: 9.691 -13.545 0.905
H: 10.256 -14.011 0.288
H: 9.265 -12.869 0.377
O: 11.426 -11.291 -0.382
H: 11.636 -12.132 -0.790
H: 10.477 -11.208 -0.479
O: 14.902 -13.706 1.486
H: 15.528 -13.103 1.085
H: 14.300 -13.932 0.777
O: 15.588 -14.702 -2.707
H: 15.728 -14.899 -1.781
H: 14.657 -14.871 -2.850
O: 8.498 -13.148 -2.743
H: 9.398 -13.224 -2.427
H: 8.241 -14.046 -2.954
O: 10.032 -16.243 -3.343
H: 10.907 -16.488 -3.645
H: 10.189 -15.617 -2.636


The records above give, respectively, E_tot values of -5591.72117; -2268.08288 a.u..